Entry 1:
{"formula": "C32H33N2O2", "method": "wB97M-V/def2-TZVPD", "species": ["C", "O", "C", "C", "C", "C", "C", "C", "C", "C", "C", "O", "C", "C", "C", "C", "C", "C", "H", "H", "H", "H", "H", "H", "H", "H", "H", "H", "H", "H", "H", "H", "H", "C", "N", "C", "H", "C", "C", "C", "C", "C", "C", "C", "N", "C", "C", "C", "C", "C", "C", "C", "H", "H", "H", "H", "H", "H", "H", "H", "H", "H", "H", "H", "H", "H", "H", "H", "H"], "positions_angstrom": [[-6.1150, 2.0972, -3.9130], [-5.6549, 2.0603, -2.5363], [-4.3498, 2.3383, -2.2449], [-4.0145, 2.2695, -0.8598], [-2.6687, 2.3361, -0.5461], [-1.6667, 2.5801, -1.4981], [-0.2997, 2.3800, -0.9390], [0.9320, 2.0959, -1.7698], [2.1541, 2.3845, -1.1397], [3.3487, 2.3142, -1.8662], [3.2722, 2.0520, -3.2551], [4.4668, 2.1283, -3.9362], [5.4819, 2.5008, -2.9606], [4.8116, 2.5250, -1.5696], [2.0757, 1.6915, -3.8946], [0.8999, 1.7362, -3.1381], [-2.0446, 2.8843, -2.8032], [-3.3824, 2.7139, -3.2323], [-7.1997, 1.9302, -3.8278], [-5.9112, 3.0729, -4.3727], [-5.6510, 1.3021, -4.5133], [-4.8051, 2.1149, -0.1102], [-2.3583, 2.1966, 0.4892], [-0.0075, 3.1706, -0.2407], [2.2015, 2.6487, -0.0708], [6.2699, 1.7572, -3.0706], [5.8603, 3.4761, -3.2703], [5.0302, 3.4665, -1.0572], [5.2836, 1.7362, -0.9744], [2.1105, 1.3843, -4.9277], [-0.0952, 1.4649, -3.5320], [-1.3018, 3.2194, -3.5185], [-3.6794, 2.7930, -4.3123], [1.0208, -2.4363, -0.3421], [1.3749, -2.0575, 1.0286], [0.5325, -1.7700, 2.0415], [-0.4882, 1.6143, -0.2094], [-0.8898, -2.1293, 2.0711], [-1.1086, -3.3082, 2.8222], [-2.3682, -3.8126, 3.0190], [-3.4482, -3.1265, 2.4693], [-4.7778, -3.7193, 2.7302], [-3.2586, -1.9509, 1.7205], [-1.9757, -1.4654, 1.4493], [1.2129, -1.1039, 2.9940], [0.6290, -0.1172, 3.9441], [2.5939, -1.2258, 2.7185], [2.7010, -1.8714, 1.4899], [3.8122, -2.6699, 1.1883], [4.7348, -2.8927, 2.2196], [4.6445, -2.1934, 3.4352], [3.6170, -1.2831, 3.6714], [1.8734, -2.9870, -0.7593], [0.0994, -3.0441, -0.4014], [0.8592, -1.5232, -0.9496], [-0.2625, -3.8603, 3.2510], [-2.5202, -4.7296, 3.6009], [-5.5783, -3.1052, 2.3289], [-4.8583, -4.7207, 2.2995], [-4.9393, -3.8528, 3.8030], [-4.1702, -1.4267, 1.3677], [-1.8313, -0.6128, 0.7808], [1.3858, 0.1287, 4.6797], [0.4265, 0.8146, 3.3679], [-0.3200, -0.4079, 4.4562], [3.8628, -3.2005, 0.2457], [5.5217, -3.6361, 2.0779], [5.3755, -2.4136, 4.2122], [3.5239, -0.7258, 4.5900]], "atomic_forces_ev_per_a": [[0.075, 0.021, 0.817], [0.040, 0.108, -0.595], [0.306, 0.481, -0.609], [0.094, -0.054, -1.173], [-0.655, 0.039, -0.076], [-0.811, 0.103, -0.172], [0.777, 0.308, 0.473], [0.078, 0.574, -0.497], [1.011, -0.329, -0.243], [-0.408, -0.158, -1.451], [-0.398, -0.312, -0.042], [-0.756, -0.086, 1.004], [-0.341, 0.074, -0.637], [0.675, 0.132, 0.320], [0.397, 0.247, 0.805], [-0.204, -0.219, 0.925], [-0.511, -0.264, -0.125], [-0.692, -0.451, 0.861], [0.509, 0.089, -0.195], [-0.104, -0.179, 0.139], [-0.066, 0.154, 0.209], [0.475, 0.008, -0.498], [-0.112, 0.003, -0.089], [-0.193, 0.542, -0.349], [-0.198, -0.063, -0.550], [0.073, 0.103, 0.249], [0.048, -0.034, 0.123], [-0.154, -0.066, -0.042], [-0.443, -0.017, 0.176], [-0.166, 0.094, -0.137], [0.895, 0.167, -0.122], [-0.071, -0.165, 0.003], [0.461, 0.073, 1.348], [-0.156, -0.056, -0.405], [0.010, -0.330, 0.459], [0.504, 1.729, -1.537], [0.380, -1.065, 0.265], [-0.730, -0.381, 0.103], [0.734, 0.168, 0.091], [0.039, 0.187, -0.234], [0.259, 0.147, 0.063], [-0.859, -0.067, 0.073], [-0.406, -0.216, -0.015], [0.407, -0.456, 0.639], [-0.485, 0.024, 0.318], [-0.479, 0.425, -0.433], [-0.338, -0.698, 0.122], [-0.512, -0.388, 0.573], [0.448, -0.130, 0.541], [-0.414, 0.284, -0.975], [-0.177, 0.536, 0.095], [0.364, -0.399, -0.190], [-0.420, 0.075, 0.058], [0.564, 0.228, 0.339], [0.179, -0.412, 0.389], [-0.186, 0.434, -0.168], [0.044, 0.420, -0.305], [-0.156, -0.019, 0.000], [0.041, 0.112, -0.121], [-0.023, 0.136, -0.049], [0.860, -0.358, 0.003], [-0.002, -0.136, 0.381], [0.009, -0.166, 0.151], [0.091, -0.632, 0.377], [0.929, -0.297, -0.641], [0.108, -0.066, 0.123], [-0.202, 0.351, -0.002], [-0.157, 0.269, -0.174], [0.098, -0.177, 0.231]], "charge": 1, "spin_multiplicity": 1, "gap_ev": 7.0, "total_energy_ev": -40787.50022, "relative_energy_kcal_mol": 5.9}



Entry 2:
{"formula": "C32H34B2F4N4O4PSSn", "method": "wB97M-V/def2-TZVPD", "species": ["Sn", "C", "C", "N", "O", "B", "F", "F", "O", "N", "C", "C", "C", "N", "O", "B", "F", "F", "O", "N", "C", "C", "C", "H", "H", "H", "H", "H", "H", "H", "H", "H", "H", "H", "H", "C", "C", "C", "C", "C", "C", "P", "C", "C", "C", "C", "C", "C", "C", "C", "C", "C", "C", "C", "C", "C", "C", "C", "H", "H", "H", "H", "H", "H", "H", "H", "H", "H", "H", "H", "H", "H", "H", "H", "C", "S", "C", "H", "H", "H", "H", "H", "H"], "positions_angstrom": [[0.3620, 0.2464, 0.9071], [0.3512, 3.7711, 3.7665], [0.4954, 2.4668, 3.0697], [0.4580, 2.3394, 1.7952], [0.2619, 3.4655, 1.0689], [1.2825, 3.6431, -0.0154], [0.9728, 4.7757, -0.6940], [2.5539, 3.6133, 0.5498], [1.1757, 2.4907, -1.0102], [1.6606, 1.3533, -0.4480], [2.8964, 1.0508, -0.5858], [3.8415, 1.7904, -1.4572], [3.3645, -0.1079, 0.2296], [2.4969, -0.5556, 1.0575], [2.8489, -1.5579, 1.8743], [1.6896, -2.0069, 2.7300], [0.5951, -2.1363, 1.8276], [2.0377, -3.1314, 3.3751], [1.3166, -0.9628, 3.7276], [0.9041, 0.1677, 3.1286], [0.7827, 1.2202, 3.8417], [1.0096, 1.2608, 5.3111], [4.7477, -0.6350, 0.0937], [0.5207, 4.5890, 3.0744], [1.0371, 3.8353, 4.6085], [-0.6660, 3.8563, 4.1592], [3.3657, 2.6648, -1.8867], [4.1843, 1.1240, -2.2532], [4.7144, 2.0990, -0.8828], [1.0627, 0.2544, 5.7131], [0.2067, 1.8138, 5.7989], [1.9465, 1.7770, 5.5315], [4.9057, -0.9931, -0.9257], [4.9170, -1.4470, 0.7927], [5.4732, 0.1581, 0.2786], [2.8341, -4.3198, -3.1159], [2.9316, -4.0436, -1.7577], [2.0576, -3.1421, -1.1724], [1.0784, -2.5191, -1.9496], [0.9785, -2.8021, -3.3099], [1.8599, -3.7033, -3.8884], [-0.0550, -1.3804, -1.1399], [-0.8938, -0.4069, -2.4153], [-2.2588, -0.5305, -2.6544], [-2.8701, 0.2765, -3.6027], [-2.1236, 1.2050, -4.3125], [-0.7588, 1.3246, -4.0841], [-0.1456, 0.5210, -3.1390], [-1.3744, -2.2979, -0.3287], [-1.7719, -3.5362, -0.7521], [-2.9027, -4.1610, -0.1869], [-3.6280, -3.5173, 0.7704], [-3.2337, -2.2449, 1.2568], [-3.9791, -1.5849, 2.2638], [-3.5739, -0.3806, 2.7584], [-2.3731, 0.1971, 2.2950], [-1.6403, -0.4030, 1.3096], [-2.0690, -1.6324, 0.7363], [3.5183, -5.0221, -3.5732], [3.6830, -4.5355, -1.1545], [2.1175, -2.9456, -0.1073], [0.2231, -2.3156, -3.9140], [1.7840, -3.9249, -4.9444], [-2.8501, -1.2449, -2.0959], [-3.9318, 0.1770, -3.7871], [-2.6038, 1.8342, -5.0505], [-0.1753, 2.0487, -4.6367], [0.9173, 0.6254, -2.9632], [-1.2313, -4.0340, -1.5488], [-3.2018, -5.1396, -0.5365], [-4.5171, -3.9763, 1.1846], [-4.8765, -2.0603, 2.6398], [-4.1506, 0.1207, 3.5242], [-2.0443, 1.1319, 2.7347], [-4.0700, 2.0083, -0.2818], [-2.2952, 2.3056, -0.3137], [-2.2372, 3.7638, -1.3659], [-4.4548, 1.8403, -1.2877], [-4.5895, 2.8489, 0.1758], [-4.2464, 1.1146, 0.3156], [-2.6721, 4.6261, -0.8629], [-2.7646, 3.5703, -2.2997], [-1.1926, 3.9719, -1.5833]], "atomic_forces_ev_per_a": [[0.030, -0.333, 0.132], [-0.009, -0.003, 0.013], [0.022, -0.070, -0.034], [-0.127, 0.084, 0.091], [-0.019, -0.048, 0.033], [-0.036, 0.004, -0.049], [-0.023, -0.001, 0.013], [0.019, 0.005, 0.006], [0.042, -0.058, -0.032], [0.047, 0.181, -0.008], [-0.096, -0.071, 0.009], [0.016, -0.009, -0.018], [-0.084, -0.056, -0.021], [0.100, 0.083, -0.124], [-0.076, 0.010, 0.013], [0.039, 0.106, 0.061], [0.018, 0.001, 0.012], [-0.014, -0.033, -0.043], [-0.019, -0.029, -0.043], [0.050, 0.060, 0.053], [0.010, -0.019, -0.081], [-0.013, -0.004, 0.013], [0.013, 0.005, -0.007], [0.002, -0.002, -0.006], [0.003, 0.011, 0.001], [0.002, 0.012, -0.001], [-0.012, -0.013, 0.002], [0.029, 0.005, 0.010], [-0.007, 0.026, 0.005], [-0.005, 0.000, -0.004], [0.004, 0.002, 0.007], [0.006, -0.012, 0.002], [0.000, -0.002, -0.002], [-0.011, -0.005, -0.001], [0.008, -0.009, 0.010], [0.008, -0.007, -0.003], [-0.011, 0.005, -0.022], [-0.032, -0.016, 0.057], [0.049, -0.039, 0.123], [0.021, 0.064, -0.010], [0.016, -0.003, -0.006], [-0.320, 0.065, -0.057], [0.120, -0.099, -0.086], [-0.040, 0.007, 0.035], [0.009, 0.003, 0.005], [0.002, -0.002, -0.012], [-0.012, 0.009, 0.004], [-0.039, 0.017, 0.004], [-0.018, 0.063, 0.122], [0.015, 0.052, -0.067], [-0.008, -0.036, -0.007], [0.006, 0.005, -0.003], [-0.022, -0.006, -0.002], [-0.008, -0.002, -0.003], [-0.009, -0.016, -0.012], [0.040, 0.055, 0.002], [0.029, 0.078, 0.164], [0.156, 0.006, -0.146], [0.000, -0.004, 0.000], [0.000, 0.001, 0.008], [0.011, -0.023, -0.046], [-0.006, -0.005, 0.002], [-0.002, -0.001, -0.001], [0.005, 0.002, -0.012], [-0.002, -0.001, -0.001], [-0.001, 0.006, 0.000], [0.005, 0.001, 0.000], [0.045, -0.002, 0.010], [0.007, -0.001, 0.007], [0.001, -0.003, 0.001], [-0.008, 0.006, 0.004], [-0.002, -0.002, 0.001], [0.006, 0.007, 0.005], [0.007, 0.003, 0.006], [0.011, -0.088, -0.068], [0.078, 0.074, 0.001], [-0.045, 0.007, -0.022], [0.013, 0.008, -0.010], [-0.004, 0.001, -0.003], [0.005, -0.004, 0.008], [-0.014, -0.009, 0.000], [0.010, 0.002, -0.001], [0.023, 0.003, 0.020]], "charge": 1, "spin_multiplicity": 1, "gap_ev": 6.9, "total_energy_ev": -86065.21353, "relative_energy_kcal_mol": 0.0}



Entry 3:
{"formula": "C32H34Cl4N7O7RuS2", "method": "wB97M-V/def2-TZVPD", "species": ["Ru", "N", "C", "C", "C", "C", "N", "C", "N", "N", "C", "O", "O", "H", "H", "H", "H", "H", "H", "H", "H", "H", "H", "H", "H", "H", "H", "Cl", "C", "C", "Cl", "C", "Cl", "C", "O", "C", "O", "C", "Cl", "O", "S", "C", "C", "C", "C", "S", "O", "C", "C", "C", "C", "C", "C", "C", "C", "C", "C", "C", "C", "H", "H", "H", "H", "H", "H", "H", "H", "H", "H", "H", "H", "H", "H", "H", "H", "H", "H", "N", "C", "O", "C", "C", "N", "C", "N", "H", "H"], "positions_angstrom": [[0.7153, -0.7880, -0.0964], [-0.2112, -2.2454, 0.9989], [-1.1486, -1.7620, 2.0352], [-2.2826, -2.7337, 2.3572], [-3.0208, -3.3629, 1.1721], [-3.6174, -2.3644, 0.1844], [-4.4411, -1.3763, 0.8738], [-5.5582, -0.8361, 0.4529], [-5.9733, 0.2990, 1.0434], [-6.3630, -1.4280, -0.4499], [-1.5824, -0.3220, 1.6861], [-2.6602, 0.1012, 2.1382], [-0.7526, 0.3409, 1.0118], [-0.6899, -2.7884, 0.2848], [0.5144, -2.8352, 1.4003], [-0.5461, -1.6208, 2.9367], [-2.9915, -2.1916, 2.9846], [-1.8912, -3.5446, 2.9762], [-3.8189, -3.9916, 1.5732], [-2.3662, -4.0410, 0.6160], [-4.1941, -2.8973, -0.5706], [-2.8325, -1.8160, -0.3454], [-3.8929, -0.8019, 1.5386], [-5.2552, 0.8534, 1.4879], [-6.6995, 0.8269, 0.5913], [-5.9562, -2.1489, -1.0206], [-6.9946, -0.8266, -0.9521], [6.1412, -4.4712, 1.6791], [4.7707, -3.8474, 0.8359], [4.3418, -4.4469, -0.3406], [5.1646, -5.8226, -0.9797], [3.2279, -3.9280, -1.0081], [2.6495, -4.6258, -2.4803], [2.5538, -2.8287, -0.5064], [1.4917, -2.2890, -1.1180], [2.9824, -2.2109, 0.6851], [2.3077, -1.1642, 1.1188], [4.0920, -2.7359, 1.3428], [4.6020, -1.9575, 2.8001], [1.6342, 1.3860, 0.7994], [1.1983, 2.5577, 1.6229], [2.4622, 3.8576, 1.2081], [3.2847, 3.3788, 0.0203], [2.4550, 3.4250, -1.2623], [3.0493, 2.6254, -2.4209], [2.1339, 1.1109, -2.8454], [1.9731, 0.3399, -1.5768], [0.5604, 1.8737, -3.2160], [0.3200, 2.2742, -4.5235], [-0.8903, 2.8731, -4.8347], [-1.8460, 3.0585, -3.8439], [-1.6009, 2.6388, -2.5442], [-0.3934, 2.0354, -2.2218], [1.7286, 2.1910, 3.2921], [2.4030, 1.0041, 3.5221], [2.7883, 0.7048, 4.8240], [2.4981, 1.5779, 5.8621], [1.8097, 2.7601, 5.6127], [1.4129, 3.0681, 4.3215], [3.0661, 4.0483, 2.0931], [1.8997, 4.7604, 0.9628], [3.6065, 2.3531, 0.2043], [4.1802, 3.9989, -0.0722], [2.3033, 4.4623, -1.5702], [1.4688, 3.0270, -1.0364], [4.0688, 2.2894, -2.2217], [3.0607, 3.1830, -3.3607], [1.0641, 2.1028, -5.2932], [-1.0958, 3.1757, -5.8528], [-2.7974, 3.5105, -4.0926], [-2.3592, 2.7538, -1.7808], [-0.2124, 1.6638, -1.2199], [2.6077, 0.3287, 2.6980], [3.3167, -0.2194, 5.0198], [2.8019, 1.3364, 6.8726], [1.5742, 3.4348, 6.4253], [0.8577, 3.9774, 4.1194], [-0.0163, -1.5262, -3.3135], [-1.0640, -1.0689, -2.6146], [-0.9751, -0.8527, -1.3588], [-2.3019, -0.8297, -3.2736], [-3.3603, -0.2356, -2.5632], [-4.2344, 0.2480, -1.9775], [-2.4410, -1.1046, -4.6523], [-2.4899, -1.3417, -5.7819], [-0.1267, -1.7376, -4.2909], [0.8017, -1.8494, -2.8018]], "atomic_forces_ev_per_a": [[-0.056, -0.469, -0.243], [-0.038, 0.028, 0.079], [0.084, 0.079, -0.031], [0.056, -0.090, 0.076], [-0.097, 0.031, -0.015], [0.008, 0.018, -0.019], [-0.141, -0.130, -0.023], [0.060, -0.174, -0.178], [0.029, 0.153, -0.006], [0.000, 0.047, 0.054], [-0.003, -0.085, -0.059], [0.053, 0.104, 0.108], [0.074, 0.091, -0.189], [-0.041, -0.058, 0.014], [0.002, 0.022, 0.023], [-0.037, -0.010, 0.035], [0.029, 0.003, 0.024], [0.018, -0.001, -0.024], [0.002, 0.004, 0.012], [0.008, 0.037, -0.019], [-0.003, 0.002, 0.021], [0.013, 0.002, -0.047], [0.090, 0.057, -0.008], [0.007, -0.006, 0.020], [-0.031, -0.015, 0.016], [0.021, 0.026, -0.024], [0.026, 0.002, -0.033], [0.002, -0.001, 0.002], [0.002, 0.002, -0.003], [0.003, -0.002, 0.003], [-0.001, 0.001, 0.002], [-0.010, -0.010, -0.011], [0.004, 0.003, 0.007], [-0.016, -0.017, -0.019], [0.072, 0.097, -0.055], [0.007, -0.010, 0.031], [-0.034, 0.024, 0.039], [-0.005, 0.001, 0.000], [0.004, -0.001, 0.002], [-0.052, 0.264, 0.192], [0.129, -0.096, -0.087], [-0.020, 0.014, 0.044], [-0.008, -0.010, -0.035], [0.078, 0.012, 0.015], [-0.095, 0.011, -0.015], [-0.196, 0.104, -0.211], [-0.001, -0.099, 0.337], [0.015, 0.010, 0.010], [0.031, -0.021, 0.010], [-0.023, 0.011, 0.002], [0.000, -0.013, -0.006], [-0.006, -0.026, 0.011], [-0.024, -0.033, 0.003], [-0.027, 0.040, 0.013], [0.004, -0.004, -0.005], [-0.002, 0.002, 0.004], [-0.001, 0.002, 0.002], [0.004, -0.002, 0.001], [-0.002, -0.001, -0.005], [0.016, -0.042, -0.002], [0.010, 0.016, 0.028], [0.027, 0.008, -0.003], [-0.021, 0.025, 0.011], [0.024, 0.003, -0.014], [-0.022, 0.056, -0.010], [-0.011, -0.031, 0.023], [0.025, -0.017, 0.002], [-0.005, -0.005, -0.003], [0.003, -0.001, 0.000], [0.001, -0.001, 0.000], [0.005, -0.025, -0.005], [-0.025, 0.033, 0.000], [0.000, -0.003, -0.007], [-0.001, 0.001, 0.001], [0.000, 0.000, -0.001], [0.001, 0.001, 0.000], [0.000, 0.001, -0.001], [0.144, 0.086, 0.000], [-0.091, -0.038, 0.115], [0.043, 0.051, -0.058], [0.032, 0.039, 0.023], [-0.010, 0.025, 0.015], [-0.056, -0.060, 0.063], [0.009, 0.060, 0.001], [0.002, -0.028, -0.006], [0.006, -0.017, 0.004], [-0.071, -0.060, -0.018]], "charge": 0, "spin_multiplicity": 2, "gap_ev": [7.3, 7.1], "total_energy_ev": -132842.93057, "relative_energy_kcal_mol": 0.0}